[1]
Here is a structure of composition C5H7N2 from the Open Molecules 2025 dataset. Energies are from ωB97M-V/def2-TZVPD.

Each line ends with the Löwdin charge.
Element x y z (Å)
C1 2.14 -0.29 0.06  0.1068
C2 0.44 0.70 -0.50  -0.1883
C3 0.28 -0.81 -0.14  -0.2746
C4 -1.04 -1.55 -0.25  0.0525
C5 -0.26 1.44 0.57  -0.0365
N1 1.97 0.89 -0.21  0.2446
N2 1.35 -1.34 0.19  0.2273
H1 0.25 0.85 -1.53  0.1638
H2 -1.16 -2.34 0.47  0.0988
H3 -0.92 -1.81 -1.33  0.1320
H4 -1.89 -0.85 -0.19  0.1072
H5 -0.23 0.90 1.56  0.1249
H6 -1.23 1.81 0.35  0.0892
H7 0.29 2.42 0.94  0.1525

Output
Electronic energy in Eh: -303.7966
E_HOMO in Ha: -0.607
Total charge: +1
Gap between HOMO and LUMO in eV: 8.86

---

[2]
Here is a structure of composition C5H7N2 from the Open Molecules 2025 dataset. Energies are from ωB97M-V/def2-TZVPD.

Each line ends with the Löwdin charge.
Element x y z (Å)
C1 0.05 1.26 -0.58  0.0636
C2 -0.01 -0.44 0.46  0.1750
C3 0.82 0.76 0.41  -0.1723
C4 1.97 1.28 1.14  -0.0057
C5 -1.84 -1.40 -1.07  0.0113
N1 -0.95 0.79 -1.17  0.2000
N2 -1.13 -0.33 -0.50  -0.0927
H1 0.15 -1.09 1.23  0.1175
H2 1.89 1.48 2.21  0.1073
H3 2.25 2.17 0.58  0.1007
H4 2.81 0.62 0.96  0.1013
H5 -2.93 -1.28 -1.00  0.1260
H6 -1.67 -1.56 -2.17  0.1366
H7 -1.39 -2.26 -0.49  0.1312

Output
Expectation value of S²: 2.020
Electronic energy in Eh: -303.7339
Multiplicity: 3
E_HOMO (spin up / spin down) in Ha: -0.533 / -0.562
Total charge: +1
Gap between HOMO and LUMO (spin up / spin down) in eV: 9.62 / 6.68

---

[3]
Here is the ion C5H7N2O with charge +1 from the Open Molecules 2025 dataset. Energies are from ωB97M-V/def2-TZVPD.

Each line ends with the Löwdin charge.
Element x y z (Å)
C1 0.47 -1.61 1.02  0.0132
C2 1.75 -1.62 0.80  -0.1513
C3 1.31 0.35 0.02  -0.0919
C4 -1.69 0.90 -1.53  0.1842
C5 -1.09 0.52 0.59  -0.1167
N1 0.17 -0.09 0.49  -0.0330
N2 2.28 -0.58 0.14  0.0790
O1 -1.09 1.36 -0.56  0.0638
H1 1.54 1.25 -0.51  0.1624
H2 -1.42 1.37 -2.54  0.1818
H3 -1.96 -0.14 -1.49  0.1298
H4 -0.34 -2.20 1.49  0.1049
H5 -1.30 1.11 1.51  0.1803
H6 -1.87 -0.27 0.54  0.1567
H7 3.23 -0.35 0.05  0.1369

Output
Electronic energy in Eh: -378.9850
E_HOMO (spin up / spin down) in Ha: -0.409 / -0.409
Total charge: +1
Gap between HOMO and LUMO (spin up / spin down) in eV: 4.30 / 4.30

---

[4]
Here is a cluster of 2 separate species, C5H7N2O3 in total from the Open Molecules 2025 dataset. Energies are from ωB97M-V/def2-TZVPD.

Each line ends with the Löwdin charge.
Element x y z (Å)
C1 -0.67 -2.29 -0.17  -0.2454
C2 0.22 2.72 -1.71  -0.4389
C3 -0.37 -2.23 1.36  -0.3347
C4 1.30 1.33 0.10  -0.0348
C5 0.11 1.72 -0.73  -0.2332
N1 -1.54 -1.41 -0.47  -0.1248
N2 -1.80 -0.60 0.45  -0.0810
O1 0.18 3.90 -2.02  0.0925
O2 0.23 1.46 -2.15  0.1318
O3 -1.00 -1.07 1.71  -0.2464
H1 -0.43 -3.05 -0.75  -0.0051
H2 -0.92 -3.09 1.91  0.0818
H3 0.65 -2.25 1.79  0.0723
H4 1.36 0.20 0.08  0.0907
H5 2.37 1.69 -0.23  0.1154
H6 1.11 1.56 1.11  0.0514
H7 -0.80 1.40 -0.26  0.1084

Output
Electronic energy in Eh: -529.8205
E_HOMO in Ha: -0.075
Total charge: -1
Gap between HOMO and LUMO in eV: 5.59